The following is a quantum chemistry calculation of a molecular structure, C19H40HoNP3Se in a non-equilibrium geometry, from OMol25.

Last column: Löwdin spin population.
Element x y z (Å)
Ho1 -0.694 1.359 -0.368  4.051
P1 -0.435 1.000 2.481  -0.008
P2 2.015 1.772 -0.199  -0.008
P3 -2.123 -1.009 -0.001  -0.008
H1 0.666 0.373 -2.912  0.000
C1 -0.349 0.432 -2.531  -0.010
C2 -0.886 1.737 -2.586  0.003
H2 -0.245 2.621 -2.758  0.000
C3 0.524 -0.305 3.318  -0.001
C4 0.291 2.527 3.176  -0.001
C5 -2.030 0.944 3.361  -0.001
C6 2.959 1.565 -1.739  -0.001
C7 2.222 3.574 0.122  -0.001
C8 3.174 1.078 1.027  -0.001
C9 -2.421 -2.032 -1.492  -0.001
C10 -3.840 -0.513 0.435  -0.001
C11 -1.847 -2.301 1.261  -0.001
H3 -0.872 -0.503 -2.761  0.000
H4 -1.943 1.882 -2.794  0.001
H5 0.599 -0.131 4.400  0.000
H6 1.536 -0.363 2.907  0.000
H7 0.046 -1.274 3.155  0.000
H8 0.175 2.541 4.268  0.000
H9 -0.225 3.401 2.758  0.000
H10 1.355 2.604 2.933  0.000
H11 -1.888 1.206 4.415  0.000
H12 -2.493 -0.045 3.301  0.000
H13 -2.718 1.672 2.918  0.000
H14 3.941 2.044 -1.635  0.000
H15 2.412 2.002 -2.581  0.000
H16 3.075 0.491 -1.921  0.000
H17 3.289 3.824 0.041  0.000
H18 1.843 3.877 1.107  0.000
H19 1.669 4.129 -0.648  0.000
H20 4.155 1.532 0.821  0.000
H21 3.224 -0.011 0.890  0.000
H22 2.871 1.288 2.061  0.000
H23 -3.180 -2.799 -1.292  0.000
H24 -1.484 -2.517 -1.790  0.000
H25 -2.760 -1.397 -2.320  0.000
H26 -4.489 -1.374 0.236  0.000
H27 -4.156 0.326 -0.200  0.000
H28 -3.934 -0.209 1.485  0.000
H29 -2.516 -3.133 1.016  0.000
H30 -2.047 -1.947 2.280  0.000
H31 -0.808 -2.648 1.213  0.000
C12 2.156 -3.614 -1.689  0.000
C13 2.146 -2.985 -2.955  0.000
C14 2.088 -3.776 -4.113  0.000
C15 2.033 -5.179 -3.992  0.000
C16 2.044 -5.789 -2.733  0.000
C17 2.100 -5.011 -1.579  0.000
Se1 2.347 -2.603 -0.089  -0.002
H32 1.160 -3.215 0.551  0.000
H33 2.192 -1.890 -2.987  0.000
H34 2.140 -3.329 -5.109  0.000
H35 2.042 -5.825 -4.867  0.000
H36 1.992 -6.873 -2.617  0.000
H37 2.159 -5.484 -0.601  0.000
C18 -3.263 5.065 1.563  0.000
C19 -2.582 4.045 0.804  0.000
N1 -2.041 3.158 0.269  -0.007
H38 -4.346 4.984 1.401  0.000
H39 -2.969 6.077 1.254  0.000
H40 -3.057 4.954 2.635  0.000

Values from the calculation:
Energy in Eh: -5175.28364
Expectation value of S²: 6.005
ΔE to the lowest compared entry with this formula, charge and spin in kJ/mol: 50.63
2S+1: 5
HOMO-LUMO gap (spin up / spin down) in eV: 3.74 / 3.89
Charge: +3

The following is a quantum chemistry calculation of 3 unconnected molecules or ions with the total composition C19H40N5O6 in a non-equilibrium geometry, from OMol25.

Last column: Mulliken charge in e.
Element x y z (Å)
C1 4.844 -0.102 2.750  -0.989
C2 4.179 1.077 1.925  0.542
O1 4.135 0.925 0.721  -0.415
N1 3.660 2.329 2.541  -0.294
C3 4.395 3.489 1.970  0.502
C4 5.638 4.148 2.723  -0.954
O2 4.117 3.983 0.898  -0.432
N2 2.299 2.457 2.401  0.442
C5 1.333 2.596 3.456  -0.256
C6 0.000 2.658 2.865  -0.452
N3 0.156 2.586 1.440  0.177
C7 1.507 2.451 1.260  -0.137
H1 4.689 0.045 3.861  0.319
H2 4.418 -1.107 2.441  0.269
H3 5.945 -0.153 2.484  0.319
H4 6.048 3.501 3.543  0.296
H5 5.233 5.131 3.123  0.313
H6 6.397 4.327 1.900  0.335
H7 1.526 2.646 4.564  0.424
H8 -0.985 2.739 3.385  0.395
H9 -0.558 2.613 0.708  0.184
H10 1.964 2.361 0.237  0.443
C8 0.191 -0.084 -5.413  -0.722
O3 -0.366 1.216 -5.296  -0.337
C9 -1.642 1.339 -5.926  -0.821
C10 -2.724 1.577 -4.880  -0.181
N4 -2.949 0.376 -4.077  -0.267
C11 -3.791 0.604 -2.903  -0.843
C12 -3.238 1.526 -1.811  -0.594
O4 -2.096 0.996 -1.137  -0.041
C13 -0.855 1.283 -1.761  -0.893
H11 1.203 -0.056 -5.007  0.234
H12 -0.391 -0.813 -4.841  0.308
H13 0.248 -0.391 -6.460  0.351
H14 -1.877 0.473 -6.551  0.404
H15 -1.590 2.215 -6.579  0.397
H16 -3.656 1.854 -5.381  0.412
H17 -2.403 2.419 -4.254  0.171
H18 -2.055 0.020 -3.759  0.030
H19 -3.972 -0.377 -2.454  0.359
H20 -4.765 0.982 -3.231  0.464
H21 -4.014 1.621 -1.046  0.372
H22 -3.045 2.542 -2.171  0.390
H23 -0.862 2.241 -2.287  0.421
H24 -0.576 0.477 -2.441  0.259
H25 -0.092 1.322 -0.976  0.097
C14 -0.514 -5.873 1.908  -0.711
O5 0.021 -4.726 2.551  -0.359
C15 0.929 -3.994 1.733  -0.847
C16 0.346 -2.627 1.390  -0.122
N5 -0.782 -2.753 0.470  -0.228
C17 -1.537 -1.511 0.294  -0.234
C18 -2.283 -0.964 1.516  -0.403
O6 -3.357 -1.785 1.948  -0.470
C19 -2.991 -2.813 2.858  -0.570
H26 -1.103 -6.427 2.639  0.244
H27 -1.169 -5.588 1.079  0.309
H28 0.286 -6.524 1.544  0.347
H29 1.205 -4.546 0.829  0.457
H30 1.840 -3.847 2.322  0.307
H31 1.122 -2.010 0.925  0.386
H32 0.040 -2.151 2.330  0.165
H33 -1.416 -3.462 0.820  0.105
H34 -2.275 -1.704 -0.490  0.289
H35 -0.866 -0.740 -0.092  -0.016
H36 -2.740 -0.016 1.214  0.300
H37 -1.612 -0.723 2.350  0.298
H38 -2.148 -2.528 3.492  0.257
H39 -2.767 -3.735 2.318  0.194
H40 -3.853 -3.014 3.498  0.305

Values from the calculation:
Energy in Eh: -1472.73697
HOMO-LUMO gap in eV: 7.17
Charge: +1